Entry 1:
Formula: C18H19ClFN3O2
Source: the Open Molecules 2025 dataset
Level of theory: ωB97M-V/def2-TZVPD

Geometry (Å):
C1 0.027 -4.437 0.598
N1 -0.133 -3.021 0.450
C2 -1.243 -2.621 -0.459
C3 -1.303 -1.287 -0.918
O1 -0.567 -1.067 -1.910
N2 -2.310 -0.536 -0.212
C4 -2.486 0.811 -0.221
C5 -1.882 1.682 -1.573
C6 -2.094 3.056 -1.609
C7 -2.719 3.657 -0.549
C8 -3.345 3.165 0.524
C9 -3.225 1.696 0.499
H1 -3.504 0.885 1.334
F1 -3.973 3.688 1.499
H2 -2.919 4.753 -0.705
H3 -1.688 3.550 -2.214
H4 -1.265 0.989 -2.164
H5 -2.788 -0.888 0.611
H6 -2.272 -2.841 -0.031
H7 -1.316 -3.275 -1.214
C10 -0.524 -2.448 1.686
C11 -0.422 -0.829 1.937
O2 -1.038 -0.072 2.472
N3 0.681 -0.463 1.228
H8 1.205 -1.013 0.217
C12 1.146 0.917 0.871
C13 2.309 0.861 0.043
C14 2.324 0.737 -1.298
C15 3.326 0.642 -1.960
C16 4.596 1.221 -1.507
C17 4.606 1.846 -0.331
C18 3.438 1.599 0.396
Cl1 3.594 2.271 2.164
H9 5.467 2.063 0.094
H10 5.406 1.280 -2.198
H11 3.415 0.510 -3.047
H12 1.410 0.132 -1.822
H13 1.186 1.361 2.137
H14 0.203 1.444 0.407
H15 0.171 -2.724 2.539
H16 -1.384 -2.761 2.369
H17 0.714 -4.537 1.375
H18 -0.965 -5.053 0.956
H19 0.141 -4.943 -0.463

Output
Gap between HOMO and LUMO ... 8.802 eV
E_HOMO ... -8.4 eV

---

Entry 2:
Formula: C5H9N2
Source: the Open Molecules 2025 dataset
Level of theory: ωB97M-V/def2-TZVPD

Geometry (Å):
C1 0.156 -0.113 -1.158
C2 -0.193 0.758 -0.248
C3 0.987 -0.951 0.809
C4 -0.955 -1.278 0.486
C5 -0.090 2.228 -0.063
N1 -0.184 -0.193 1.102
N2 0.212 -1.434 -0.431
H1 0.424 0.131 -2.159
H2 1.916 -0.445 0.654
H3 1.127 -1.703 1.501
H4 -1.066 -2.002 1.181
H5 -1.861 -0.974 0.073
H6 -0.171 2.801 -1.001
H7 0.910 2.226 0.390
H8 -0.755 2.452 0.683
H9 0.514 -2.292 -1.082

Output
Gap between HOMO and LUMO ... 11.379 eV
E_HOMO ... -14.7 eV
Charge ... +1

---

Entry 3:
Formula: C2H3FOPb
Source: the Open Molecules 2025 dataset
Level of theory: ωB97M-V/def2-TZVPD

Geometry (Å):
C1 0.183 0.042 1.123
C2 0.464 1.358 0.582
H1 -0.409 0.056 2.051
F1 1.384 -0.618 1.434
H2 -0.281 2.149 0.677
H3 1.402 1.524 0.043
O1 -0.645 -0.895 0.132
Pb1 -1.066 -0.197 -1.625

Output
Gap between HOMO and LUMO (alpha / beta) ... 7.996 / 9.236 eV
2S+1 ... 2
E_HOMO (alpha / beta) ... -14.2 / -15.9 eV
Charge ... +1

---

Entry 4:
Formula: C4H10O2
Source: the Open Molecules 2025 dataset
Level of theory: ωB97M-V/def2-TZVPD

Geometry (Å):
C1 -2.956 -0.470 -0.016
O1 -1.628 -0.764 0.332
C2 -0.755 0.292 0.020
C3 0.656 -0.131 0.409
O2 1.546 0.278 -0.635
C4 2.773 -0.227 -0.528
H1 -3.553 -1.360 0.195
H2 -3.350 0.376 0.568
H3 -3.045 -0.224 -1.086
H4 -0.768 0.506 -1.061
H5 -1.062 1.212 0.544
H6 0.989 0.336 1.345
H7 0.696 -1.218 0.521
H8 3.662 1.052 0.290
H9 3.452 0.227 0.513
H10 3.343 0.112 -1.410

Output
Gap between HOMO and LUMO ... 9.231 eV
E_HOMO ... -8.5 eV

---

Entry 5:
Formula: C23H38Cl4N4O3
Source: the Open Molecules 2025 dataset
Level of theory: ωB97M-V/def2-TZVPD

Geometry (Å):
N1 0.531 -4.852 -20.616
C1 -0.369 -5.690 -21.205
C2 -0.452 -5.356 -22.546
C3 0.427 -4.282 -22.734
C4 1.034 -3.981 -21.553
H1 0.668 -4.786 -19.613
H2 -0.944 -6.443 -20.692
H3 -1.157 -5.716 -23.276
H4 0.690 -3.733 -23.629
H5 1.684 -3.182 -21.238
N2 0.688 4.145 -18.633
C5 0.137 5.278 -19.146
C6 -0.515 4.932 -20.309
C7 -0.485 3.522 -20.406
C8 0.289 3.058 -19.362
H6 1.327 4.126 -17.840
H7 0.329 6.216 -18.651
H8 -1.130 5.560 -20.936
H9 -1.001 2.970 -21.175
H10 0.606 2.058 -19.127
N3 1.669 3.495 -15.144
C9 2.797 3.426 -15.918
C10 2.983 4.655 -16.495
C11 1.961 5.511 -16.019
C12 1.130 4.743 -15.234
H11 1.321 2.672 -14.649
H12 3.466 2.586 -15.843
H13 3.849 4.969 -17.056
H14 1.785 6.544 -16.272
H15 0.254 4.993 -14.660
N4 3.805 4.682 -22.555
C13 5.059 4.162 -22.805
C14 5.146 2.983 -22.110
C15 3.954 2.843 -21.328
C16 3.109 3.824 -21.756
H16 3.386 5.507 -22.939
H17 5.769 4.648 -23.450
H18 5.954 2.272 -22.177
H19 3.698 2.040 -20.659
H20 2.073 4.012 -21.522
C17 1.728 -0.781 -18.022
Cl1 2.659 -0.109 -16.665
Cl2 1.791 -2.528 -18.047
Cl3 0.001 -0.311 -17.935
Cl4 2.438 -0.108 -19.493
C18 6.402 1.233 -18.581
C19 6.120 1.694 -17.147
O1 7.263 1.611 -16.306
H21 6.971 0.310 -18.448
H22 7.032 1.971 -19.072
H23 5.441 0.994 -19.031
H24 5.356 1.068 -16.682
H25 5.713 2.713 -17.153
H26 7.953 2.151 -16.707
C20 -1.561 1.704 -14.419
C21 -0.284 0.926 -14.212
O2 0.620 1.640 -13.342
H27 -2.300 1.026 -14.857
H28 -1.484 2.601 -15.028
H29 -1.960 1.961 -13.435
H30 0.227 0.728 -15.157
H31 -0.404 -0.083 -13.808
H32 0.567 1.297 -12.449
C22 -1.651 -3.762 -17.924
C23 -1.038 -4.958 -17.243
O3 0.260 -5.214 -17.795
H33 -2.736 -3.706 -17.968
H34 -1.241 -3.568 -18.913
H35 -1.360 -2.921 -17.285
H36 -1.675 -5.829 -17.451
H37 -0.971 -4.879 -16.157
H38 0.663 -5.982 -17.382

Output
Gap between HOMO and LUMO ... 7.983 eV
E_HOMO ... -7.9 eV

---

Entry 6:
Formula: CH3NOS2
Source: the Open Molecules 2025 dataset
Level of theory: ωB97M-V/def2-TZVPD

Geometry (Å):
C1 0.265 -1.241 -0.726
N1 -0.031 -0.780 0.618
O1 0.790 1.332 1.876
S1 0.307 1.835 -0.954
S2 0.070 0.895 0.716
H1 -0.184 -2.233 -0.762
H2 0.159 -0.643 -1.634
H3 -1.375 0.835 0.867

Output
Gap between HOMO and LUMO ... 8.280 eV
E_HOMO ... -9.7 eV

---

Entry 7:
Formula: C3H12NOS
Source: the Open Molecules 2025 dataset
Level of theory: ωB97M-V/def2-TZVPD

Geometry (Å):
C1 0.559 1.224 0.156
C2 0.369 -0.251 -0.223
C3 0.323 -0.482 -1.730
S1 -0.475 -2.010 -2.063
N1 1.514 -1.063 0.492
H1 1.532 1.567 -0.211
H2 0.317 1.514 1.172
H3 -0.175 1.686 -0.501
H4 -0.478 -0.669 0.357
H5 -0.182 0.369 -2.223
H6 1.353 -0.384 -2.127
H7 -1.018 -1.839 -3.282
H8 2.359 -0.667 0.030
H9 1.369 -0.760 1.485
H10 1.430 -2.091 0.299
H11 -3.622 1.504 2.428
H12 -2.486 1.049 3.418
O1 -2.689 1.303 2.523

Output
Gap between HOMO and LUMO (alpha / beta) ... 4.204 / 9.915 eV
2S+1 ... 2
E_HOMO (alpha / beta) ... -3.5 / -9.3 eV

---

Entry 8:
Formula: C48H48I3N8O6RbS
Source: the Open Molecules 2025 dataset
Level of theory: ωB97M-V/def2-TZVPD

Geometry (Å):
Rb1 -0.217 0.514 0.045
C1 1.298 -0.691 3.110
N1 0.140 -1.351 2.575
C2 0.301 -2.785 2.330
C3 -1.166 -0.997 3.082
C4 -1.387 -0.285 4.236
C5 -2.701 -0.027 4.701
C6 -3.755 -0.532 3.990
C7 -3.570 -1.133 2.781
C8 -2.289 -1.325 2.224
N2 -2.078 -1.725 0.957
C9 -2.854 -2.689 0.399
C10 -3.438 -3.722 1.136
C11 -4.042 -4.819 0.525
C12 -4.071 -4.918 -0.842
C13 -3.547 -3.882 -1.615
C14 -3.005 -2.737 -1.020
N3 -2.714 -1.582 -1.821
C15 -2.804 -1.726 -3.267
C16 -3.317 -0.365 -1.268
H1 1.591 -0.987 4.164
H2 1.069 0.375 3.231
H3 2.161 -0.894 2.446
H4 0.450 -3.327 3.299
H5 1.223 -2.957 1.761
H6 -0.590 -3.193 1.787
H7 -0.558 0.045 4.817
H8 -2.902 0.410 5.663
H9 -4.773 -0.433 4.363
H10 -4.478 -1.359 2.222
H11 -3.357 -3.740 2.200
H12 -4.439 -5.638 1.120
H13 -4.573 -5.732 -1.376
H14 -3.668 -3.896 -2.679
H15 -3.830 -2.031 -3.537
H16 -2.081 -2.439 -3.619
H17 -2.604 -0.735 -3.728
H18 -4.381 -0.325 -1.530
H19 -2.805 0.525 -1.671
H20 -3.194 -0.377 -0.214
C17 2.442 1.277 -1.891
O1 2.490 1.854 -0.568
C18 3.130 3.049 -0.416
C19 4.247 3.459 -1.129
C20 4.762 4.719 -0.857
C21 4.201 5.597 0.061
C22 3.101 5.149 0.774
C23 2.558 3.886 0.553
N4 1.453 3.373 1.247
N5 1.290 3.906 2.364
C24 0.253 3.615 3.193
C25 -1.003 3.118 2.786
O2 -1.252 2.710 1.587
C26 -2.137 3.091 3.702
C27 -1.930 3.419 4.992
C28 -0.636 3.814 5.474
C29 -0.396 4.063 6.833
C30 0.825 4.556 7.274
C31 1.758 4.851 6.332
C32 1.612 4.558 5.010
C33 0.436 3.984 4.557
H21 3.434 0.975 -2.217
H22 1.778 0.421 -1.884
H23 2.070 2.029 -2.573
H24 4.722 2.840 -1.842
H25 5.622 5.073 -1.423
H26 4.652 6.555 0.247
H27 2.631 5.730 1.532
H28 -3.011 2.660 3.291
H29 -2.737 3.355 5.741
H30 -1.177 3.822 7.548
H31 1.020 4.647 8.314
H32 2.723 5.282 6.652
H33 2.420 4.711 4.309
C34 0.050 -6.287 -1.546
C35 0.485 -5.171 -2.465
C36 0.009 -3.897 -2.230
C37 0.498 -2.815 -2.933
C38 1.447 -2.997 -3.921
C39 1.883 -4.294 -4.224
C40 1.415 -5.357 -3.472
S1 2.234 -1.579 -4.708
O3 3.490 -1.557 -4.004
O4 2.297 -1.753 -6.156
N6 1.320 -0.471 -4.136
C41 0.708 0.564 -4.698
C42 0.744 0.887 -6.073
C43 0.044 1.988 -6.543
C44 -0.824 2.631 -5.688
C45 -0.854 2.221 -4.360
N7 -0.084 1.245 -3.834
H34 -0.998 -6.509 -1.684
H35 0.159 -5.990 -0.516
H36 0.645 -7.189 -1.720
H37 -0.670 -3.721 -1.375
H38 0.138 -1.839 -2.695
H39 2.637 -4.449 -4.980
H40 1.800 -6.348 -3.671
H41 1.373 0.330 -6.752
H42 0.028 2.177 -7.582
H43 -1.500 3.425 -6.049
H44 -1.458 2.710 -3.596
I1 -3.197 3.312 0.484
I2 -5.515 3.826 -0.788
O5 -1.181 7.329 -2.162
C46 -1.046 6.293 -2.561
N8 3.686 -0.868 -0.043
C47 2.738 -1.766 -0.396
O6 1.551 -1.572 -0.304
C48 3.258 -3.073 -0.886
I3 3.334 -4.628 0.535
H45 3.388 0.055 0.250
H46 4.644 -1.069 -0.197
H47 4.273 -2.983 -1.208
H48 2.650 -3.478 -1.665

Output
Gap between HOMO and LUMO ... 4.718 eV
E_HOMO ... -1.5 eV
Charge ... -2

---

Entry 9:
Formula: C13H12BN9O2PtSe
Source: the Open Molecules 2025 dataset
Level of theory: ωB97M-V/def2-TZVPD

Geometry (Å):
Pt1 -0.283 -0.200 -0.243
C1 2.042 3.319 -0.697
C2 1.510 2.156 -1.254
N1 0.891 1.452 -0.317
N2 0.984 2.140 0.852
C3 1.683 3.271 0.631
B1 0.593 1.558 2.231
N3 -0.965 1.082 2.163
C4 -1.646 0.509 3.261
C5 -2.587 -0.323 2.811
C6 -2.677 -0.125 1.325
N4 -1.467 0.695 1.058
N5 1.290 0.229 2.495
C7 2.247 -0.148 3.376
C8 2.600 -1.445 3.093
C9 1.794 -1.807 2.007
N6 1.016 -0.799 1.657
N7 0.682 2.595 3.302
C10 -0.141 3.671 3.451
C11 0.372 4.453 4.449
C12 1.537 3.773 4.860
N8 1.719 2.666 4.171
H1 2.605 4.088 -1.194
H2 1.534 1.796 -2.269
H3 1.888 3.951 1.440
H4 -1.323 0.774 4.254
H5 -3.290 -0.890 3.397
H6 -3.536 0.549 1.158
H7 2.592 0.548 4.120
H8 3.323 -2.049 3.612
H9 1.725 -2.747 1.485
H10 -1.015 3.800 2.834
H11 -0.031 5.374 4.829
H12 2.241 4.047 5.628
Se1 0.742 -3.325 -3.892
C13 0.583 -2.005 -2.678
N9 0.478 -1.156 -1.900
O1 -1.502 -1.707 0.156
O2 -2.788 -1.105 0.373

Output
Gap between HOMO and LUMO (alpha / beta) ... 6.491 / 5.122 eV
2S+1 ... 2
E_HOMO (alpha / beta) ... -11.8 / -11.7 eV
Charge ... +1

---

Entry 10:
Formula: C29H37F5N2O4P
Source: the Open Molecules 2025 dataset
Level of theory: ωB97M-V/def2-TZVPD

Geometry (Å):
C1 3.064 3.941 1.467
C2 2.412 2.475 1.715
O1 2.582 1.976 2.851
N1 1.703 1.883 0.581
C3 2.438 0.897 -0.161
C4 3.397 -0.190 0.586
O2 2.520 0.802 -1.432
P1 -0.069 1.655 0.804
C5 -0.361 3.526 1.196
O3 -0.370 3.737 2.673
C6 -1.580 4.282 3.102
F1 -1.839 5.599 2.620
F2 -2.703 3.416 2.929
F3 -1.465 4.428 4.529
C7 0.021 -0.285 0.706
C8 -1.342 -0.999 1.228
C9 -2.078 -0.647 2.532
C10 -3.378 -1.362 3.011
C11 -3.961 -2.527 2.181
C12 -3.207 -2.922 0.886
C13 -3.762 -4.166 0.026
C14 -1.930 -2.185 0.363
C15 -0.402 1.876 -1.060
C16 -1.814 2.464 -1.491
O4 -1.751 2.544 -2.979
C17 -3.085 1.535 -1.186
N2 -3.778 2.163 0.015
H1 4.195 3.905 1.343
H2 2.742 4.650 2.314
H3 2.610 4.372 0.504
H4 3.807 0.185 1.578
H5 4.321 -0.359 -0.101
H6 2.859 -1.198 0.644
H7 0.109 1.481 2.248
H8 -1.487 1.488 1.000
H9 -1.408 3.888 0.868
H10 0.401 4.188 0.661
H11 0.171 -0.703 -0.338
H12 0.803 -0.651 1.479
H13 -1.684 0.201 3.197
H14 -3.835 -1.001 3.997
H15 -4.915 -3.056 2.546
H16 -4.344 -4.824 0.773
H17 -4.400 -3.792 -0.839
H18 -2.865 -4.808 -0.300
H19 -1.418 -2.530 -0.618
H20 0.384 2.651 -1.422
H21 -0.209 0.954 -1.707
H22 -2.020 3.551 -1.179
H23 -2.554 3.071 -3.201
H24 -2.826 0.469 -0.879
H25 -3.876 1.582 -2.029
H26 -4.226 1.444 0.595
H27 -4.432 2.896 -0.281
F4 5.707 -1.693 -0.721
C18 6.611 -2.127 0.168
C19 6.315 -3.227 0.958
C20 7.255 -3.681 1.876
C21 8.477 -3.024 2.002
C22 8.762 -1.917 1.207
C23 7.826 -1.469 0.280
H28 5.356 -3.720 0.852
H29 7.037 -4.545 2.494
H30 9.209 -3.376 2.722
H31 9.712 -1.404 1.308
H32 8.034 -0.615 -0.353
F5 -1.702 -2.740 -2.878
C24 -2.741 -2.255 -3.576
C25 -2.648 -0.997 -4.145
C26 -3.722 -0.494 -4.871
C27 -4.881 -1.253 -5.011
C28 -4.965 -2.515 -4.431
C29 -3.887 -3.022 -3.713
H33 -1.741 -0.417 -4.017
H34 -3.656 0.489 -5.326
H35 -5.721 -0.858 -5.575
H36 -5.870 -3.104 -4.537
H37 -3.931 -4.006 -3.261

Output
Gap between HOMO and LUMO ... 7.073 eV
E_HOMO ... -4.6 eV
Charge ... -1

---

What did the ninth record say?
Formula: C13H12BN9O2PtSe
Source: the Open Molecules 2025 dataset
Level of theory: ωB97M-V/def2-TZVPD

Geometry (Å):
Pt1 -0.283 -0.200 -0.243
C1 2.042 3.319 -0.697
C2 1.510 2.156 -1.254
N1 0.891 1.452 -0.317
N2 0.984 2.140 0.852
C3 1.683 3.271 0.631
B1 0.593 1.558 2.231
N3 -0.965 1.082 2.163
C4 -1.646 0.509 3.261
C5 -2.587 -0.323 2.811
C6 -2.677 -0.125 1.325
N4 -1.467 0.695 1.058
N5 1.290 0.229 2.495
C7 2.247 -0.148 3.376
C8 2.600 -1.445 3.093
C9 1.794 -1.807 2.007
N6 1.016 -0.799 1.657
N7 0.682 2.595 3.302
C10 -0.141 3.671 3.451
C11 0.372 4.453 4.449
C12 1.537 3.773 4.860
N8 1.719 2.666 4.171
H1 2.605 4.088 -1.194
H2 1.534 1.796 -2.269
H3 1.888 3.951 1.440
H4 -1.323 0.774 4.254
H5 -3.290 -0.890 3.397
H6 -3.536 0.549 1.158
H7 2.592 0.548 4.120
H8 3.323 -2.049 3.612
H9 1.725 -2.747 1.485
H10 -1.015 3.800 2.834
H11 -0.031 5.374 4.829
H12 2.241 4.047 5.628
Se1 0.742 -3.325 -3.892
C13 0.583 -2.005 -2.678
N9 0.478 -1.156 -1.900
O1 -1.502 -1.707 0.156
O2 -2.788 -1.105 0.373

Output
Gap between HOMO and LUMO (alpha / beta) ... 6.491 / 5.122 eV
2S+1 ... 2
E_HOMO (alpha / beta) ... -11.8 / -11.7 eV
Charge ... +1